64
Properties=species:S:1:pos:R:3:forces:R:3 method="wB97M-V/def2-TZVPD" relative_energy_ev=1.700 max_force_ev_per_a=1.49 e_tot_ha=-3471.40679 orbital_gap_ev=5.9 homo_ev=-10.22 charge=+1
H 2.011882 -3.223594 2.006278 0.08 -0.08 -0.09
C 1.138133 -1.685518 -4.006326 -0.04 -0.01 -0.02
C -0.675601 4.695383 1.195907 0.14 -0.08 0.06
C -1.660832 -0.784267 4.242150 0.00 0.01 0.04
F -2.484150 1.591476 0.971441 0.00 -0.19 0.02
C 1.800301 -2.215554 1.668060 0.18 -0.08 -0.06
C -3.233438 -1.681528 -1.198777 0.02 0.00 -0.01
C -3.152346 3.755420 0.454189 -0.02 -0.05 0.01
H 0.981297 -4.358415 -1.248195 -0.06 0.01 0.00
C -2.027847 -1.111212 -1.448014 0.10 0.02 -0.01
N -0.616253 -0.528590 2.290134 -0.28 -0.15 -0.01
N 1.022608 -2.740224 -0.496867 0.09 -0.13 -0.05
H -1.577837 -0.848637 -2.390831 0.01 -0.01 0.05
F 0.511445 5.192858 1.537052 0.00 0.03 -0.01
F -4.349037 3.283249 0.100482 -0.04 -0.02 -0.02
H 3.019778 1.970160 1.124630 -0.03 0.01 -0.02
H 1.189651 -0.619523 -3.828388 0.01 -0.02 0.01
F -3.818555 5.950639 -0.053176 -0.06 0.04 -0.01
C 0.984905 -3.935218 -3.098967 -0.01 0.04 0.08
C 3.927988 1.151382 2.916729 0.06 -0.04 0.10
N 2.331358 0.078586 1.521216 0.15 0.00 0.43
C -0.532019 -0.321479 3.645260 0.13 -0.05 -0.05
C 1.133442 -3.574001 -5.471491 -0.01 0.05 0.00
C -0.904295 3.324755 1.289320 -0.13 -0.09 -0.23
C 0.981546 -1.948562 -1.573846 0.28 -0.11 0.35
C 1.193532 -2.188805 -5.282249 0.00 -0.02 -0.06
C 0.999920 1.632131 -0.681569 0.52 0.49 -0.43
H 4.546819 0.064536 4.655639 -0.01 0.00 -0.02
C -0.425315 2.688267 -2.324216 0.02 -0.02 0.07
N 1.242456 -1.923780 0.562027 0.15 -0.36 0.07
H -0.653073 2.123949 -3.224480 -0.02 -0.02 -0.03
C 1.030356 -4.433461 -4.400220 0.00 -0.06 -0.10
O 0.891646 -4.826911 -2.103087 0.05 -0.04 -0.03
C -2.172018 2.898121 0.906819 0.13 0.03 0.09
H 0.993723 -5.506552 -4.536412 0.00 0.03 0.00
S 0.359972 2.241802 1.831953 -0.22 -0.21 -0.05
H -4.103002 -2.199522 0.668137 -0.03 0.01 0.02
H -3.389216 -1.622962 3.339594 -0.03 -0.03 0.01
H -4.014780 -2.008710 -1.862598 0.01 0.00 0.08
C 1.028759 -2.541213 -2.896537 -0.18 0.04 -0.07
C -2.195823 -1.308137 0.703213 -0.11 0.08 -0.12
H -1.257276 3.334643 -2.059359 -0.04 0.02 0.02
Ti 0.474361 -0.019481 0.375055 -0.37 1.42 -0.23
H 1.173648 -3.978675 -6.475138 0.01 -0.01 0.03
C -1.645747 5.577246 0.757425 0.11 0.17 0.01
C 2.406518 -1.027730 2.304317 0.06 0.01 -0.08
H -1.963178 -0.804142 5.275600 -0.02 -0.01 -0.09
C 3.090888 1.134042 1.806716 -0.11 -0.05 -0.05
H 0.481701 3.267624 -2.459795 0.07 0.03 0.00
O -0.235341 1.750538 -1.240293 -0.03 0.01 0.20
H 4.549726 2.014291 3.106813 -0.02 0.00 -0.03
N -2.457070 -1.264396 3.226267 -0.09 -0.02 0.09
C 3.159482 -1.054624 3.451754 0.05 -0.15 0.11
H 0.316778 0.162682 4.096220 -0.02 0.00 -0.03
H 1.290804 -1.524443 -6.130304 -0.01 -0.02 0.02
N -1.389811 -0.885756 -0.251556 -0.25 0.03 0.25
O 0.973530 -0.654566 -1.445751 -0.03 -0.49 -0.18
H 3.173459 -1.942149 4.071422 0.04 0.02 -0.03
N -3.325120 -1.797010 0.173783 -0.13 -0.12 -0.04
C -2.887812 5.109363 0.378462 -0.10 0.02 -0.06
F -1.385462 6.879369 0.686230 0.01 0.00 0.00
C 3.930807 0.064837 3.765785 0.01 0.02 0.03
C -1.789665 -1.088729 2.073015 0.03 -0.01 0.11
O 1.978727 2.240748 -0.990682 -0.01 0.07 -0.05